1.
Here is a single C24H37FN2O2 molecule from the Open Molecules 2025 dataset. Energies are from ωB97M-V/def2-TZVPD.

```
66
Properties=species:S:1:pos:R:3:forces:R:3
F -0.196913 0.532685 -4.181051 0.1 0.0 0.1
O 4.609385 0.399968 -0.210402 0.0 -0.1 -0.1
O -1.239553 3.721029 0.895886 0.0 0.0 0.0
N 3.619213 -1.470208 0.580728 0.0 -0.1 -0.1
N -1.785814 2.231260 2.496670 0.0 0.1 0.1
C 4.738936 -1.629543 1.491402 0.0 0.0 0.0
C 1.829943 -1.458619 2.307834 0.0 0.0 0.0
C 1.208080 -1.004891 -3.092669 -0.1 0.0 0.0
C -3.373897 0.247982 -1.372670 0.0 0.0 0.0
C 0.627600 2.188482 3.055382 0.0 0.0 0.0
C -1.902565 2.757776 1.247397 0.3 -0.1 -0.2
C 2.364839 -2.074729 1.014557 0.0 0.0 0.0
C 3.682876 -0.393168 -0.258663 -0.1 0.2 0.1
C -0.761061 2.712992 3.415624 0.0 0.0 0.0
C -1.403538 -1.537420 -0.081004 0.0 0.0 0.0
C -3.782646 1.265459 -2.433670 0.0 0.0 0.0
C -2.844264 -1.015396 -2.052932 0.0 0.0 0.0
C 0.785869 0.678936 3.255598 0.0 0.0 0.0
C -2.336445 0.802016 -0.380089 0.1 0.1 -0.2
C -1.914181 -0.281180 0.612474 0.0 0.0 0.0
C -2.869219 2.075768 0.298451 -0.2 -0.1 0.2
C 2.073958 1.086061 -1.431538 0.0 0.0 0.0
C 2.585162 -0.194907 -1.264905 0.0 -0.1 0.0
C -2.435382 -2.089545 -1.053836 0.0 0.0 0.0
C 0.720285 0.288117 -3.215217 0.0 0.0 0.0
C 2.141849 -1.224978 -2.087351 0.0 0.0 0.0
C 1.121968 1.332888 -2.407828 0.0 0.0 0.0
C 0.737906 -2.093402 -4.013882 0.0 0.0 0.0
C 1.679505 0.053885 2.191384 0.0 0.0 0.0
H -2.900133 1.655905 -2.948532 0.0 0.0 0.0
H 5.671596 -1.495929 0.950295 0.0 0.0 0.0
H 4.717098 -0.896458 2.303294 0.0 0.0 0.0
H -1.980681 -0.740596 -2.669154 0.0 0.0 0.0
H 1.620229 -1.938877 0.232477 0.0 0.0 0.0
H -3.604644 -1.400571 -2.737780 0.0 0.0 0.0
H -3.798172 1.829237 0.827053 0.0 0.0 0.0
H -4.421589 0.795379 -3.183125 0.0 0.0 0.0
H -3.317805 -2.424420 -0.496793 0.0 0.0 0.0
H 0.924976 -1.833184 -5.056391 0.0 0.0 0.0
H 0.854835 -1.914176 2.512956 0.0 0.0 0.0
H 2.521182 -3.150594 1.136963 0.0 0.0 0.0
H -0.336533 -2.255690 -3.912615 0.0 0.0 0.0
H 1.389027 2.726164 3.626000 -0.1 0.0 0.0
H -1.447354 1.084328 -0.962662 0.0 0.0 0.0
H -1.130629 -2.290186 0.664087 0.0 0.0 0.0
H 2.472937 -1.714844 3.154601 0.0 0.0 0.0
H -2.771483 -0.541441 1.250684 0.0 0.0 0.0
H 2.550834 -2.221839 -1.962254 0.0 0.0 0.0
H 4.700225 -2.632300 1.916273 0.0 0.0 0.0
H -2.284761 1.386397 2.708562 0.0 0.0 0.0
H -0.771068 3.801381 3.380662 0.0 0.0 0.0
H -3.102996 2.822193 -0.455964 0.0 0.0 0.0
H 0.799342 2.444819 2.007488 0.0 0.0 0.0
H -2.041884 -2.965920 -1.574860 0.0 0.0 0.0
H -1.132386 0.105082 1.265781 0.0 0.0 0.0
H 2.664329 0.532310 2.202886 0.0 0.0 0.0
H 0.701264 2.318012 -2.559609 0.0 0.0 0.0
H -4.333067 2.109197 -2.018878 0.0 0.0 0.0
H -1.049166 2.410531 4.424168 0.0 0.0 0.0
H 1.250375 -3.028337 -3.793830 0.0 0.0 0.0
H 1.247527 0.290071 1.210492 0.0 0.0 0.0
H 1.167516 0.465180 4.258622 0.0 0.0 0.0
H -0.194472 0.192137 3.198594 0.0 0.0 0.0
H -0.490182 -1.287218 -0.630157 0.1 0.0 -0.1
H -4.264640 -0.031560 -0.791370 0.0 0.0 0.0
H 2.438457 1.888497 -0.803646 0.0 0.0 0.0
```
Positions in Å, forces in eV/Å.

## Properties
Orbital gap (eV): 9.791
Max |F| (eV/Å): 0.320
LUMO energy (eV): 0.65
Charge: 0
E_HOMO (eV): -9.142

2.
Here is a single C4H4FNS2 molecule at a distorted geometry from the Open Molecules 2025 dataset. Energies are from ωB97M-V/def2-TZVPD.

```
12
Properties=species:S:1:pos:R:3:forces:R:3
S 1.146922 -0.274213 -0.657656 -0.4 0.3 -0.3
S 0.167426 -0.901462 2.068366 1.1 0.4 0.4
F -2.843759 0.467292 -0.727299 2.0 0.8 0.5
N 3.806610 0.072136 1.822829 -2.4 0.0 -1.1
C 1.384238 -0.414040 1.082707 -2.3 -0.2 -1.1
C -1.415981 0.860689 -0.707364 -1.7 -0.7 -2.9
C -0.696692 -0.478526 -0.911957 1.3 -0.1 0.2
C 2.708104 -0.045157 1.430159 3.0 -0.3 1.8
H -0.784910 -0.990567 -1.904012 -0.1 0.8 0.9
H -1.344770 1.562717 -1.646927 0.2 -1.1 2.2
H -1.141071 1.294448 0.250306 -0.3 0.2 -0.1
H -0.986116 -1.153318 -0.099152 -0.2 0.0 -0.4
```
Positions in Å, forces in eV/Å.

## Properties
Orbital gap (eV): 7.980
Max |F| (eV/Å): 3.503
LUMO energy (eV): -1.81
Charge: 0
E_HOMO (eV): -9.789